A 2-piece molecular cluster, C9H18O overall, computed with ωB97M-V with the def2-TZVPD basis set.

Geometry as XYZ:
```
28
Properties=species:S:1:pos:R:3:nbo_charge:R:1
C -1.371 -0.222 -0.631 -0.616
C -1.807 0.268 0.712 -0.158
C -3.319 0.351 0.906 -0.610
C -1.100 1.553 1.132 -0.606
C -1.239 -0.930 1.738 0.503
O -1.642 -1.326 2.772 -0.513
H -0.510 0.316 -1.032 0.217
H -0.820 -1.289 -0.401 0.202
H -2.179 -0.224 -1.371 0.226
H -3.824 -0.453 0.374 0.211
H -3.562 0.257 1.960 0.224
H -3.703 1.304 0.564 0.209
H -1.410 2.372 0.482 0.212
H -0.019 1.451 1.041 0.219
H -1.343 1.809 2.163 0.214
H -0.278 -1.362 1.085 0.063
C 2.416 0.159 0.507 -0.428
C 2.326 -0.251 -0.750 0.035
C 2.471 0.686 -1.914 -0.645
C 2.153 -1.697 -1.114 -0.648
H 2.310 -0.522 1.338 0.198
H 2.592 1.194 0.759 0.195
H 1.559 0.688 -2.516 0.213
H 3.286 0.365 -2.565 0.216
H 2.670 1.703 -1.584 0.216
H 3.053 -2.072 -1.602 0.220
H 1.957 -2.308 -0.237 0.217
H 1.329 -1.819 -1.817 0.214
```

Computed properties:
total energy: -11670.760 eV
ΔE to the lowest compared entry with this formula, charge and spin: 175.4 kJ/mol
strongest force on any atom: 3.6 eV/A
multiplicity: 1
SMILES: CC(C)(C)C=O.C=C(C)C
highest occupied orbital energy: -9.26 eV
frontier orbital gap: 10.1 eV

=====

A single C9H18O2S molecule, computed with ωB97M-V with the def2-TZVPD basis set.

Geometry as XYZ:
```
30
Properties=species:S:1:pos:R:3:nbo_charge:R:1
C 1.142 -1.869 0.350 -0.660
C -0.148 0.246 0.485 -0.260
C -0.226 -1.237 0.083 -0.065
C 1.094 0.986 -0.049 -0.045
C -1.464 0.979 0.036 -0.592
C -0.658 -1.559 -1.384 -0.617
C -1.308 -1.817 0.936 -0.588
C 1.042 1.533 -1.466 -0.667
C 1.633 1.915 0.987 -0.674
O 3.113 -0.296 1.207 -0.867
O 3.030 -0.608 -1.182 -0.798
S 2.278 -0.511 0.058 1.920
H 1.435 -2.064 1.391 0.263
H 1.262 -2.770 -0.152 0.198
H -0.061 0.280 1.589 0.222
H -1.311 1.168 -0.997 0.211
H -1.501 1.910 0.475 0.209
H -2.308 0.474 0.343 0.216
H -1.463 -1.078 -1.772 0.212
H -0.867 -2.568 -1.378 0.210
H 0.109 -1.496 -2.047 0.210
H -2.230 -1.346 0.855 0.211
H -0.962 -1.714 2.024 0.197
H -1.319 -2.818 0.752 0.208
H 0.664 2.506 -1.472 0.211
H 0.370 0.870 -2.065 0.210
H 2.052 1.530 -1.890 0.246
H 2.418 2.488 0.636 0.218
H 2.128 1.252 1.668 0.257
H 0.781 2.514 1.301 0.202
```

Computed properties:
total energy: -24546.688 eV
expectation value of S²: 2.008
strongest force on any atom: 6.0 eV/A
multiplicity: 3
highest occupied orbital energy (spin up / spin down): -3.15 / -10.95 eV
frontier orbital gap (spin up / spin down): 3.8 / 7.1 eV

=====

C9H18O2S2 as an isolated structure, computed with ωB97M-V with the def2-TZVPD basis set.

Geometry as XYZ:
```
31
Properties=species:S:1:pos:R:3:nbo_charge:R:1
C -1.406 -1.745 -1.971 -0.431
C -1.519 -0.316 -1.628 -0.505
C -0.246 -2.307 -1.160 -0.606
C -0.731 -0.116 -0.274 -0.094
C 3.161 0.024 1.336 -0.625
C -1.148 2.406 -0.133 -0.638
C -0.421 1.156 1.888 -0.642
C 2.847 -0.413 -0.167 -0.532
C -1.211 1.107 0.575 0.173
O 0.381 -1.948 1.441 -0.967
O -2.595 0.749 0.936 -0.747
S 1.517 0.653 -0.829 -0.022
S -0.684 -1.675 0.435 1.300
H -2.262 -2.306 -1.547 0.218
H -1.182 -1.879 -3.062 0.236
H -0.952 0.408 -2.296 0.246
H -2.554 0.029 -1.525 0.247
H -0.279 -3.499 -1.245 0.239
H 0.634 -1.966 -1.554 0.229
H 4.114 -0.414 1.548 0.210
H 3.094 1.048 1.380 0.207
H 2.255 -0.452 1.815 0.244
H -1.721 2.292 -1.000 0.212
H -0.098 2.655 -0.379 0.245
H -1.604 3.263 0.559 0.215
H -1.026 1.639 2.635 0.200
H -0.084 0.167 2.183 0.242
H 0.444 1.827 1.664 0.225
H 2.448 -1.484 -0.358 0.226
H 3.645 -0.260 -0.950 0.224
H -2.817 1.359 1.684 0.472
```

Computed properties:
total energy: -35386.773 eV
ΔE to the lowest compared entry with this formula, charge and spin: 152.6 kJ/mol
strongest force on any atom: 5.2 eV/A
multiplicity: 1
highest occupied orbital energy: -8.54 eV
frontier orbital gap: 8.1 eV

=====

What did the third record say?
C9H18O2S2 as an isolated structure, computed with ωB97M-V with the def2-TZVPD basis set.

Geometry as XYZ:
```
31
Properties=species:S:1:pos:R:3:nbo_charge:R:1
C -1.406 -1.745 -1.971 -0.431
C -1.519 -0.316 -1.628 -0.505
C -0.246 -2.307 -1.160 -0.606
C -0.731 -0.116 -0.274 -0.094
C 3.161 0.024 1.336 -0.625
C -1.148 2.406 -0.133 -0.638
C -0.421 1.156 1.888 -0.642
C 2.847 -0.413 -0.167 -0.532
C -1.211 1.107 0.575 0.173
O 0.381 -1.948 1.441 -0.967
O -2.595 0.749 0.936 -0.747
S 1.517 0.653 -0.829 -0.022
S -0.684 -1.675 0.435 1.300
H -2.262 -2.306 -1.547 0.218
H -1.182 -1.879 -3.062 0.236
H -0.952 0.408 -2.296 0.246
H -2.554 0.029 -1.525 0.247
H -0.279 -3.499 -1.245 0.239
H 0.634 -1.966 -1.554 0.229
H 4.114 -0.414 1.548 0.210
H 3.094 1.048 1.380 0.207
H 2.255 -0.452 1.815 0.244
H -1.721 2.292 -1.000 0.212
H -0.098 2.655 -0.379 0.245
H -1.604 3.263 0.559 0.215
H -1.026 1.639 2.635 0.200
H -0.084 0.167 2.183 0.242
H 0.444 1.827 1.664 0.225
H 2.448 -1.484 -0.358 0.226
H 3.645 -0.260 -0.950 0.224
H -2.817 1.359 1.684 0.472
```

Computed properties:
total energy: -35386.773 eV
ΔE to the lowest compared entry with this formula, charge and spin: 152.6 kJ/mol
strongest force on any atom: 5.2 eV/A
multiplicity: 1
highest occupied orbital energy: -8.54 eV
frontier orbital gap: 8.1 eV